262
Properties=species:S:1:pos:R:3:forces:R:3 method="wB97M-V/def2-TZVPD" e_homo_ev=-8.36 homo_lumo_gap_ev=8.88 spin_multiplicity=1 e_above_lowest_kj_mol=424.2 lumo_energy_ev=0.52
H -1.111476 -2.831551 -3.159016 -0.519 0.765 0.770
O -0.388246 -1.745451 -6.127876 0.740 -0.781 -0.597
H -0.069626 2.995699 -0.891206 0.002 -0.048 -0.562
H 10.123224 -1.358221 -0.169036 -0.207 -0.103 0.095
H 0.833174 0.642799 -5.758426 0.106 -0.010 -0.166
H -0.482976 -0.284901 1.820224 0.191 0.155 0.085
C 5.206164 -6.729421 -0.305196 0.323 -1.818 -0.078
C 3.528474 4.814099 2.022354 0.379 -0.438 -1.759
H -7.403766 0.864769 -3.005226 -0.315 0.041 0.325
C -7.629796 1.252949 0.492224 -0.260 -0.009 -0.063
H -1.050856 -4.100281 -5.058126 -0.008 0.174 0.083
C 1.387374 -4.757281 -0.007726 0.199 -0.674 -0.313
O 1.298154 -3.869771 -1.109516 0.959 0.492 0.513
C -0.087206 -2.801891 -2.787426 -0.627 -1.670 -0.557
C -1.229396 4.568809 0.789734 -0.445 0.306 0.112
H -2.374906 0.317759 5.346044 -0.255 -0.207 0.778
H -2.124096 -1.887231 -0.080696 -0.273 0.016 -0.393
C 4.483564 -5.941041 3.272614 -0.228 1.503 -1.602
C 1.248204 2.496429 5.018064 -0.971 -1.781 -0.466
H 2.690124 5.495629 -6.888646 0.210 -0.177 -0.067
H -7.911736 0.446439 -5.848356 -0.441 -0.033 0.017
H 3.881614 1.566369 -1.645256 -0.225 -0.489 -0.283
C -2.723406 6.048279 -3.436486 1.403 -0.325 0.667
H 2.075964 -0.475271 2.523174 -0.128 0.175 0.329
H 0.996414 3.250529 1.162784 0.765 0.174 0.052
H -2.734516 3.237319 4.769854 0.290 0.046 -0.298
H 3.991294 -5.299431 1.351224 -0.294 -0.171 0.167
H 3.580354 -6.445961 -5.713926 0.507 0.108 -0.727
H 0.501144 5.979799 -5.553226 0.316 -0.014 -0.540
C -1.764266 -0.030421 -6.754086 0.258 1.384 0.763
H -0.371806 6.970539 0.120114 0.413 -0.116 -0.063
O -6.616456 1.587769 -4.737786 0.377 -1.397 0.589
H -6.329916 -1.172001 6.103394 -0.302 -0.120 -0.398
C 3.625504 -6.057291 -2.050046 -0.051 -2.305 0.007
C 4.029354 -2.527541 -0.340676 0.170 1.824 -1.054
H -8.494176 1.911569 0.407494 -0.211 0.379 0.434
H -1.753676 6.612579 4.892584 0.432 0.341 -0.172
H -6.873076 -0.420811 -3.990176 0.537 -0.204 -0.646
C -4.808416 -2.482601 3.958384 0.210 0.917 0.988
C -0.965416 4.389339 -3.689576 1.002 0.890 0.834
C 4.261094 -2.565051 -4.140756 -0.307 -0.965 0.452
H -4.172456 0.866199 -4.666826 0.515 -0.001 -0.103
C -1.420916 3.072159 0.550834 -0.302 0.504 -0.251
N -0.330696 2.389399 -0.126786 -0.801 -0.069 0.224
H -7.765166 2.164859 -6.303866 0.133 -0.132 -0.108
H 3.805484 1.656059 6.662344 0.445 0.378 0.366
H -7.246446 3.566919 1.805364 -0.100 -0.024 0.103
H -5.940316 0.459339 5.557174 -0.052 0.016 -0.036
C -7.821766 1.464809 -5.470306 0.596 0.729 -0.092
C 1.993154 1.833149 -0.185046 1.100 1.184 -0.174
H 5.894574 5.101199 -5.267606 -0.208 0.121 0.158
C -4.496216 -3.977911 -1.867276 -0.037 1.369 1.003
H 3.093634 4.028089 1.404934 -0.250 -0.564 0.635
H -2.963096 4.903029 4.106464 -0.246 -0.082 -0.141
C 1.777484 -3.525101 4.035224 -0.500 -0.278 0.647
H -1.385486 3.844569 -4.535076 0.518 0.311 -0.690
C 9.271014 -0.745701 0.125294 -1.614 1.217 0.431
H -1.223866 0.750659 -0.421866 0.595 0.932 -0.018
H 8.336844 -3.451381 0.377654 0.337 -0.174 -0.268
H -5.935406 -3.674951 0.381764 -0.441 -0.134 0.496
H -6.691916 -0.141581 3.010824 -1.110 0.817 0.259
H -5.238036 1.761499 -2.538216 0.076 0.331 -0.500
H -2.232476 2.999779 -0.173196 -0.551 -0.025 0.434
C -3.096836 -0.468981 1.264324 0.928 -0.069 -0.240
C 2.490844 6.599379 4.973884 -0.980 -0.258 -0.867
H -8.638506 -0.333711 1.483214 -0.218 -0.213 -0.067
H -0.233816 -4.870241 -1.897516 -0.495 -0.013 -0.547
O 5.000954 -0.516471 -3.093636 -0.391 0.370 -0.793
H 8.892014 -0.083951 -0.653516 0.113 -0.673 -1.077
O 8.126064 -1.434901 0.688384 1.087 0.108 -0.593
H 3.655794 3.291949 6.004214 -0.675 0.070 -0.470
H -2.333226 0.832049 -6.406906 -0.171 0.089 0.124
C -5.277446 0.722449 -2.865206 0.833 0.142 0.026
O -5.407496 -2.962221 -1.410306 -0.019 -0.350 -1.011
H 3.974604 -3.600481 -0.524776 0.369 -0.144 0.781
H -2.910576 7.106189 -3.252396 0.262 0.103 -0.614
H 4.387614 -6.386511 -2.756376 0.488 0.431 0.001
H -3.132286 0.555879 -3.195746 -0.003 0.546 -0.048
H 5.083574 -1.023631 -2.282726 0.410 -0.483 0.405
H -2.489476 -3.656671 3.173394 0.281 0.183 -0.202
C 3.671714 -0.256051 -5.037796 0.885 0.247 -0.832
H 1.012814 3.113819 5.884974 -0.190 0.109 -0.090
H 4.257244 6.436409 3.841474 0.280 0.204 -0.243
H 2.321204 3.959909 -4.449916 0.204 0.148 0.068
H 3.348314 5.658579 1.357144 0.574 0.497 0.020
H -1.671606 2.587019 1.494184 -0.047 -0.226 -0.055
H 2.224264 -6.496131 -6.900626 0.502 -0.301 -0.589
H 1.852304 0.873999 -0.683316 -0.289 -0.289 0.403
H 0.370414 7.291669 6.377804 -0.002 0.174 0.013
H 0.220744 -1.822011 -2.422596 -0.055 0.003 -0.209
N -6.732326 -1.071891 3.401954 -0.892 0.991 -0.071
H -3.715616 -3.459731 -2.424266 -0.244 0.038 -0.382
H 0.878574 -3.417781 3.428144 0.004 0.297 0.066
H -8.653026 1.812939 -4.857196 -0.360 -0.473 0.107
C 2.850064 -5.861311 -6.273356 -0.503 -0.150 0.527
C 3.867324 -4.713091 3.929914 -0.281 -0.146 0.037
H 0.173094 -2.368531 8.482994 0.492 0.406 -0.011
H -1.459726 3.871989 -2.867306 -0.276 0.615 0.608
H 1.400334 3.104529 4.126344 0.770 0.160 0.064
H -8.846636 -0.353681 -0.310156 -0.372 0.293 -0.013
C -6.390606 2.895799 1.733024 -0.510 -1.537 -0.422
H -4.010956 -0.713891 -3.879336 -0.457 -0.234 -0.163
C 6.333744 -2.906061 0.112994 -0.801 0.669 -0.091
H 0.430904 0.388349 6.227254 0.257 0.031 -0.241
C -0.062666 -4.349171 -4.671316 0.541 -0.661 -0.553
N 5.394484 -2.022351 -0.666206 0.499 -1.850 0.582
N 4.816134 -5.594961 1.853614 0.007 -1.168 0.906
N -6.999276 -1.117741 0.353774 -0.216 1.457 1.638
H 1.223034 -5.772341 -0.369326 -0.467 -0.257 0.101
C 5.371734 -6.812871 1.223474 -0.851 1.744 -0.464
H 5.554304 -1.110201 -0.263046 -0.483 0.406 0.145
H 3.203384 -4.978751 -6.806616 0.620 -0.327 -0.391
H -7.014306 1.489579 -0.375686 0.101 -0.402 -0.315
C 5.092994 5.453869 -5.916586 -1.241 0.112 0.174
H -7.586566 -1.813161 -1.381176 -0.953 -0.773 -0.698
C -1.886196 -0.909061 0.337274 -1.643 0.011 0.909
H -1.615336 -0.854151 -4.788536 -0.328 -0.130 0.296
H 5.353794 6.420389 -6.347776 0.408 -0.192 -0.564
H 0.094264 -2.135211 -5.395156 0.760 -0.642 0.339
H 4.933234 -7.731281 1.613764 -0.348 -0.165 -0.078
C 0.836024 2.287379 0.678304 1.116 -0.131 0.032
O -3.499456 -2.481271 4.561144 0.010 -2.071 -0.661
H 0.207544 -1.028101 0.364064 0.307 -0.235 0.144
H -0.305836 1.326439 -4.660826 -0.141 -0.245 0.462
H 3.461824 0.763779 -4.715316 -0.387 -0.123 0.018
O -0.073766 -2.094151 6.404464 0.212 1.210 0.613
H 5.857534 -5.972431 -0.741996 -0.585 0.549 -0.024
C 3.570374 2.231519 5.766984 0.106 -2.236 0.296
C -6.599586 0.590069 -3.687806 0.102 1.249 1.486
H -1.214516 -0.644551 4.551534 0.185 -0.335 -0.280
C -6.450336 -3.404261 -0.540006 0.392 1.102 -0.045
C -0.935976 -0.601051 -5.602486 -1.044 1.589 0.119
H -2.079736 4.986219 1.328984 -0.426 -0.189 0.323
H 3.806844 -4.906141 5.000974 -0.318 0.139 0.285
H -5.262076 -0.995681 -1.855816 -0.074 -0.538 0.103
H -0.668596 -3.538121 -0.836846 -0.460 0.141 0.014
H -1.913456 -3.800581 4.845904 -0.058 0.132 0.007
H 2.849254 7.109389 2.968624 -0.033 -0.198 -0.371
C -4.075306 0.360339 -3.706216 0.097 0.192 -0.587
C -8.157756 -0.181591 0.516854 1.965 0.243 0.023
H 4.581634 4.572259 2.165414 0.296 0.298 -0.288
H 3.011104 -1.004521 -3.326086 -0.204 -0.652 0.808
H 0.716544 -4.519461 0.817824 -0.326 0.182 -0.093
H 2.237414 -2.558981 4.243054 0.118 0.145 -0.147
C 0.119684 0.374769 -4.979196 -0.314 -0.584 -1.541
O 3.647554 -0.636961 1.202294 -0.155 -0.532 -0.445
H 1.011004 5.551769 4.085774 -0.224 -0.307 0.292
H 5.441094 -6.211121 3.717914 -0.130 0.054 0.398
H 3.328714 -2.214011 -1.114566 -0.025 0.632 -0.098
H -0.367466 4.853059 1.393374 0.457 -0.142 -0.027
C 3.239554 2.281659 -2.159276 0.065 0.195 0.686
H 3.795964 -6.785521 3.318884 -0.109 -0.186 0.147
H 2.775134 1.891419 -3.064886 -0.360 -0.493 0.304
H 4.840574 4.665519 -6.625736 0.558 0.160 -0.577
O -1.288686 5.836639 -3.743846 -1.753 -1.509 0.288
C -7.447486 -2.216351 -0.378086 0.444 -2.468 -0.675
H 4.290054 1.874999 5.030064 0.372 0.729 -0.152
H -0.129176 -5.206661 -4.001696 -0.391 -0.047 0.338
C 0.236244 -2.909521 7.538824 -1.819 -0.164 0.065
H 2.643804 7.643319 5.247554 0.061 0.010 0.264
O 2.579684 -4.430701 3.361174 1.520 -1.112 -0.899
H 4.569244 -0.154171 -5.647836 0.069 -0.212 -0.312
H 2.467754 -2.379311 1.028344 -0.254 0.114 0.484
H 4.524164 -3.858541 3.767394 0.137 0.172 0.054
H 3.346844 -3.144081 -4.271036 -0.073 0.069 -0.518
H 0.696314 -0.163321 -4.226836 -0.193 0.246 0.371
H -0.581536 -3.624441 7.629594 -0.224 -0.430 0.068
H -4.077046 -0.557961 0.795934 0.088 -0.165 -0.102
H 0.778934 1.577169 1.503184 -0.493 -0.306 -0.016
O 2.342874 1.598779 5.378514 -1.209 1.818 -0.736
H 0.632914 3.150679 -3.011836 0.145 -0.313 -0.471
H 1.506154 6.418639 -4.238756 0.070 -0.085 0.501
H 2.898254 1.834539 0.422324 0.051 -0.669 0.261
H -0.784656 2.176589 4.232064 -0.142 0.047 0.128
O 3.831584 -6.779521 -0.793396 0.928 2.065 0.295
H -5.826466 3.156049 0.837414 0.033 -0.097 -0.197
H -2.978376 0.578199 1.542664 0.160 0.257 -0.212
C 0.792974 -4.895101 -5.805176 0.428 0.095 0.099
C 0.304444 6.315069 5.898214 -2.019 0.500 -1.310
H 1.132414 -3.528461 7.495514 0.282 0.684 -0.615
H -6.766906 -1.488371 2.482474 0.668 -1.131 -0.182
H 2.384884 -4.837541 0.424274 0.057 0.681 -0.361
C -0.596656 -1.092451 1.097014 0.088 0.554 0.188
H -4.270386 -0.001211 -1.163866 0.435 0.721 -0.311
H 1.055304 -4.166551 -6.572306 -0.224 0.439 -0.017
C 2.736634 5.988409 -5.917516 -0.241 0.657 0.743
H 7.998154 -2.469171 -1.115656 0.290 -0.094 -0.119
C -1.065796 6.526829 -0.593756 -0.646 0.703 0.113
H -3.134006 -0.971311 2.230954 0.172 -0.492 -0.104
O -6.851226 1.486379 1.653134 0.493 1.909 0.419
H 6.409474 -6.799911 1.556664 0.340 -0.385 -0.646
H 3.326774 0.843749 2.633994 -0.255 0.043 -0.408
H -3.968946 -4.325261 -0.978776 -0.109 -0.836 0.011
H 2.753744 -6.569471 -2.457236 -0.411 0.510 0.052
H 5.628074 -7.668751 -0.662636 0.332 -0.176 -0.214
H -6.378396 -0.652351 -0.292776 0.597 0.650 0.320
C 3.511084 -2.064391 1.008934 0.204 0.032 0.096
H 2.876234 5.932129 5.744834 0.054 -0.077 0.296
H -8.338076 -2.611481 0.110614 -0.323 -0.130 -0.462
O -1.747436 0.007699 -0.730886 -0.609 -1.083 -0.254
O -1.283486 4.631099 5.273014 -1.003 0.285 -0.233
H -3.306056 -4.702561 4.231344 -0.890 0.309 0.677
H 9.537354 0.078779 0.786654 0.457 -0.681 0.868
C -5.447646 -1.064041 4.058444 0.879 -1.543 0.783
H -6.970076 -4.269001 -0.952546 -0.061 -0.117 -0.115
C 7.793034 -2.611441 -0.054626 -0.295 0.513 0.308
N -0.350946 0.858459 5.793884 -2.480 -1.629 1.199
H 3.959904 3.003499 -2.544166 -0.356 0.811 0.416
C -1.415516 -0.171941 5.512954 2.075 -0.529 0.830
H -5.410986 -3.205461 4.508364 -0.363 -0.078 -0.023
H 2.859174 -0.682481 -5.626046 -0.019 0.205 -0.062
H 6.069474 -2.768691 1.161514 0.292 -0.337 0.306
N 1.384124 4.286199 -4.638416 -0.313 1.168 -0.191
H -0.554906 -2.022781 1.663434 -0.022 -0.113 -0.117
H -2.944456 5.595319 -2.470016 0.089 -0.363 0.115
O 2.272944 2.801479 -1.208406 0.314 0.092 -0.828
H 4.692224 -3.019431 -3.248696 0.290 0.095 0.127
H -2.032286 6.993659 -0.403796 -0.312 0.241 0.202
C 1.448714 5.725719 -5.078196 1.258 -1.057 0.286
H -3.429326 5.620239 -4.148226 0.316 0.101 -0.420
H -4.698666 -0.659281 6.133414 0.337 0.124 -0.327
O 2.918814 5.006549 3.234134 -0.950 1.126 1.125
H -4.824446 -0.380691 3.481584 0.668 0.113 0.432
H 0.590994 5.592929 6.662744 0.441 -0.429 -0.127
H -1.067596 0.391319 -7.478586 -0.077 -0.356 -0.414
H -2.106316 -2.023031 6.586014 -0.347 0.154 -0.476
H -4.745816 -2.810281 2.920694 0.021 0.140 -0.290
N 0.588674 -3.206511 -4.039756 0.591 -0.300 0.909
H 1.478154 -3.589691 -3.753246 0.628 0.291 -0.187
H -4.978446 -4.744231 -2.474166 0.007 -0.119 0.194
H 3.710334 -0.724021 3.248214 -0.236 -0.239 0.335
H 2.876434 7.065229 -6.012516 -0.744 0.279 -0.787
H 0.363134 0.877689 3.861604 0.134 -0.118 -0.589
H 3.487104 -4.976321 -2.071446 0.147 -0.057 0.626
H -3.311246 4.478969 5.808524 -0.019 0.364 0.178
H -1.415936 -0.853891 7.603044 0.873 0.198 0.251
H 0.271374 -5.710241 -6.306746 -0.264 -0.168 -0.062
H -1.677906 6.143249 6.607044 -0.460 0.112 0.100
H 1.484954 -3.984731 4.979284 -0.213 0.251 0.357
N 1.079814 6.377379 4.663474 0.008 0.292 1.441
C -2.800106 -3.737231 4.215084 0.321 1.579 -0.236
H 0.955034 4.748589 -2.595666 -0.295 0.632 0.064
C -1.211906 6.019639 5.629464 1.587 -0.954 0.913
C 0.012874 1.555589 4.639984 2.595 1.722 0.255
C -0.003876 -3.834321 -1.648336 0.343 0.344 0.409
H -2.483176 -0.725291 -7.188156 0.388 -0.205 0.017
O -1.198266 5.150139 -0.477906 0.663 -0.888 -0.954
H 4.089074 -2.580531 1.775504 -0.230 -0.041 0.430
N -5.180756 -0.021791 -1.600806 -1.581 -0.708 -0.548
O 3.906844 5.663349 -5.165226 -0.323 -1.150 1.056
C 0.578184 4.156069 -3.429336 -1.535 -0.195 -0.829
H -0.833106 6.756489 -1.633566 0.397 -0.076 0.182
H -5.727666 3.032049 2.587444 -0.229 -0.369 0.083
C 3.181754 6.356469 3.683224 1.083 -0.763 0.120
C 3.133824 -0.217101 2.474414 0.734 -0.686 -0.589
O 2.009354 -5.406801 -5.266006 -1.340 0.664 1.314
C 3.954994 -1.125451 -3.857636 -0.013 1.032 0.511
H 4.942624 -2.766221 -4.967286 -0.017 0.300 -0.099
H 6.129244 -3.949211 -0.128096 0.032 0.100 -0.144
C -2.646446 4.306609 4.962104 0.708 -0.233 0.298
C -5.609426 -0.579081 5.539964 0.311 -0.318 -0.606
C -1.296196 -1.294291 6.613184 -0.480 -0.350 -0.970